14
Properties=species:S:1:pos:R:3 method="wB97M-V/def2-TZVPD" energy_ha=-721.825729 smiles="CC[C@H]1NS1(=O)=O" e_above_lowest_kcal_mol=85.9 gap_ev=10.920 fmax_ev_per_a=4.09 homo_energy_ev=-10.3
C -1.33676 -1.05323 -0.34562
C -1.01844 0.16639 0.44214
C 0.26932 0.77021 -0.09226
N 1.35000 1.30596 0.83325
S 1.72566 -0.06634 -0.07763
O 2.69570 0.02001 -1.14033
O 1.66031 -1.16744 0.83357
H -1.44051 -0.83044 -1.45687
H -2.37090 -1.51853 -0.06756
H -0.55410 -1.87579 -0.36397
H -1.09467 -0.16942 1.41511
H -1.70403 0.91050 0.22889
H 0.11105 1.25951 -1.06446
H 1.70739 2.24860 0.85574